1.
Molecular formula: C22H12Cl2NO6Sc
Method: DFT, ωB97M-V/def2-TZVPD

```
44
Properties=species:S:1:pos:R:3:lowdin_charge:R:1
Sc -0.8267 1.9895 -0.7276 1.119
Cl -5.7895 -0.8673 -4.9027 0.688
C -4.4320 -0.0523 -4.1955 -0.658
C -3.1682 -0.1916 -4.7896 -0.091
C -2.0731 0.4433 -4.2666 -0.574
Cl -0.5307 0.2693 -5.0156 0.750
C -2.1700 1.2457 -3.1035 -0.350
O -1.1234 1.8598 -2.6305 -0.136
C -3.4567 1.3499 -2.5100 -0.123
C -3.6682 2.0863 -1.3045 -0.114
O -2.7802 2.5709 -0.5743 -0.042
C -4.5795 0.7111 -3.0799 -0.049
H -3.0583 -0.8055 -5.6736 0.115
H -4.7062 2.2317 -0.9898 0.148
H -5.5507 0.8187 -2.6122 0.123
N 0.8186 -4.8518 2.2370 0.154
C 0.5060 -3.8523 1.7601 -0.181
C 0.1500 -2.5918 1.1618 -0.195
C -0.6806 -2.5479 0.1148 -0.011
C -1.0827 -1.2851 -0.5203 -0.106
C -0.7515 -0.0808 -0.0412 -0.157
C 0.1526 -0.0171 1.1730 -0.221
C 0.7450 -1.3391 1.7451 -0.129
H -1.0803 -3.4754 -0.2786 0.118
H -1.6861 -1.3762 -1.4206 0.085
H -0.2932 0.6155 1.9466 0.148
H 0.7155 -1.3831 2.8342 0.160
O 1.6845 4.0559 1.6889 0.111
C 1.4268 3.0184 1.1390 -0.516
O 0.5192 2.9266 0.1491 -0.147
C 2.0578 1.7147 1.4962 -0.096
C 1.5889 0.4680 0.7864 -0.139
C 2.1651 -0.9178 1.2450 -0.078
C 3.2147 -0.7508 2.2651 -0.186
O 3.9415 -1.7867 2.7817 0.037
C 4.8062 -1.1831 3.7597 -0.114
O 4.5576 0.2250 3.7497 0.019
C 3.5569 0.4008 2.8128 -0.191
C 2.9795 1.6753 2.4628 0.104
H 1.6912 0.6071 -0.2925 0.146
H 2.5099 -1.5424 0.4193 0.167
H 5.8431 -1.3764 3.4877 0.134
H 4.5766 -1.5929 4.7431 0.135
H 3.2807 2.5836 2.9699 0.140
```

Computed properties:
Energy relative to the best compared isomer or geometry (same formula, charge and spin) = 0.0 kcal/mol
E_LUMO = -0.064 Ha
F_max = 1.60 eV Å⁻¹
Energy = -82529.3279 eV

***

2.
Molecular formula: C22H52Cl2DyP2
Method: DFT, ωB97M-V/def2-TZVPD

```
79
Properties=species:S:1:pos:R:3:lowdin_charge:R:1
Dy -0.7261 -0.7151 0.3623 0.425
Cl 0.5159 0.1240 -1.7198 -0.187
P -0.8115 -3.3006 -0.5521 0.948
C 0.3905 -4.0829 -1.7032 -0.532
C -0.9450 -4.3300 0.9652 -0.552
C -2.3804 -3.2428 -1.5230 -0.543
C 1.7360 -3.3415 -1.5880 -0.134
H -0.0505 -3.8552 -2.6906 0.108
C 0.5673 -5.6043 -1.5864 -0.118
H 0.9776 -5.9065 -0.6112 0.066
H 1.2940 -5.9042 -2.3551 0.074
H -0.3569 -6.1636 -1.7832 0.063
H 1.6433 -2.3144 -1.9622 0.011
H 2.4742 -3.8818 -2.1941 0.071
H 2.1039 -3.2942 -0.5499 0.071
H -2.0131 -2.7413 -2.4413 0.109
C -3.4524 -2.3448 -0.8741 -0.138
C -2.9307 -4.6221 -1.9053 -0.119
H -2.3157 -5.1268 -2.6621 0.066
H -3.9309 -4.5007 -2.3415 0.075
H -3.0339 -5.2851 -1.0373 0.072
H -3.1193 -1.6301 -0.0993 -0.011
H -4.2344 -2.9592 -0.4134 0.074
H -3.9171 -1.7347 -1.6612 0.085
C 0.3758 -4.3025 1.7675 -0.111
H -1.1088 -5.3380 0.5440 0.091
C -2.1366 -3.9531 1.8632 -0.112
H 1.1849 -4.8697 1.2852 0.062
H 0.1953 -4.7711 2.7486 0.079
H 0.7413 -3.2745 1.9487 0.052
H -2.0976 -2.9023 2.2037 0.021
H -2.0926 -4.5936 2.7563 0.078
H -3.1086 -4.1278 1.3863 0.066
Cl -2.1509 -0.1477 2.3548 -0.241
H -1.9616 0.5242 -0.5337 -0.157
P 0.1616 4.0668 -0.8418 1.028
C -0.8189 4.6140 -2.2548 -0.578
C -0.3946 4.6156 0.8197 -0.573
C 1.9064 3.8604 -1.2756 -0.575
C -1.9376 3.5668 -2.4595 -0.145
H -0.1066 4.5600 -3.0994 0.104
C -1.3253 6.0538 -2.1750 -0.138
H -1.9721 6.2071 -1.3034 0.061
H -1.8954 6.2661 -3.0909 0.066
H -0.4965 6.7672 -2.1267 0.064
H -1.5108 2.6036 -2.7674 0.058
H -2.6425 3.8840 -3.2349 0.061
H -2.5057 3.3952 -1.5322 0.053
H 1.8592 3.4058 -2.2791 0.102
C 2.5840 2.8427 -0.3370 -0.149
C 2.6491 5.1944 -1.3836 -0.143
H 2.3712 5.7559 -2.2806 0.062
H 3.7232 4.9864 -1.4487 0.063
H 2.4567 5.8242 -0.5111 0.065
H 1.8886 2.0600 -0.0079 0.018
H 3.0208 3.3222 0.5448 0.062
H 3.3842 2.3302 -0.8818 0.075
C -1.8781 4.2620 1.0695 -0.121
H -0.2722 5.7181 0.7394 0.087
C 0.4891 4.0736 1.9619 -0.115
H -2.5430 4.6330 0.2752 0.051
H -2.2079 4.7296 2.0096 0.074
H -2.0091 3.1723 1.1698 0.072
H 0.3921 2.9794 2.0525 0.075
H 0.1604 4.5103 2.9176 0.075
H 1.5458 4.3362 1.8235 0.057
C 1.7747 -0.5668 3.9337 -0.105
C 2.3879 -0.5064 2.5333 -0.565
C 3.4818 -1.5600 2.3475 -0.101
C 1.3443 -0.5184 1.4589 -0.392
H 1.2391 -1.5097 4.1148 0.070
H 1.0567 0.2424 4.1000 0.067
H 2.5488 -0.4803 4.7119 0.063
H 2.8688 0.4887 2.4319 0.114
H 3.0860 -2.5855 2.3759 0.062
H 3.9880 -1.4207 1.3867 0.069
H 4.2419 -1.4671 3.1356 0.065
H 0.7653 0.4592 1.5065 -0.021
H 1.8152 -0.6583 0.4736 -0.029
```

Computed properties:
E_LUMO (spin up / spin down) = 0.093 / 0.093 Ha
F_max = 3.69 eV Å⁻¹
Charge = -1
Energy = -91363.6676 eV
2S+1 = 6

***

3.
Molecular formula: C30H57Cl2N2O6PS2
Method: DFT, ωB97M-V/def2-TZVPD

```
100
Properties=species:S:1:pos:R:3:lowdin_charge:R:1
C -6.1264 7.4021 -0.4855 -0.089
C -4.8833 6.7326 0.1138 -0.233
C -5.1859 6.1761 1.4966 -0.228
O -4.1592 5.3737 2.0838 -0.137
C -3.8432 4.0918 1.5827 -0.693
S -5.1983 3.1787 0.7731 0.914
C -2.6731 4.2785 0.6250 -0.175
O -2.4946 3.0988 -0.1474 -0.248
S -1.8041 1.9193 0.6426 0.624
O -0.4118 2.2168 0.7166 -0.236
O -2.2753 0.7348 0.0024 -0.283
C -2.5002 1.9598 2.3960 -0.439
C -1.2510 1.8338 3.3061 -0.230
C -0.4629 0.5249 3.2153 -0.221
C 1.0230 0.6992 3.5429 -0.182
C 1.9550 -0.1660 2.6935 -0.208
C 3.2985 0.4924 2.4016 -0.220
C 4.1577 -0.3337 1.4523 -0.208
C 3.5903 -0.3968 0.0240 -0.208
C 4.6378 -0.2656 -1.0925 -0.201
C 4.0997 0.3902 -2.3748 -0.214
C 4.6487 -0.2546 -3.6482 -0.178
C 3.9782 -1.5834 -3.9891 -0.237
O 4.9503 -2.6151 -4.0082 -0.200
C 4.4791 -3.7871 -4.6308 -0.133
P -3.4581 0.3785 2.5801 0.765
O -3.8689 0.1396 3.9826 -0.386
C -3.2959 3.2701 2.8124 -0.260
C -4.2834 3.2786 4.0360 -0.600
Cl -3.3783 3.0632 5.5792 0.717
C -5.6069 2.4690 4.0522 -0.729
C -5.9549 1.7433 5.3360 -0.187
Cl -6.9720 3.6208 3.7213 0.620
H -5.8865 8.3544 -0.9558 0.071
H -6.6050 6.7739 -1.2359 0.074
H -6.8773 7.6004 0.2842 0.075
H -4.0651 7.4535 0.1887 0.117
H -4.5395 5.9390 -0.5489 0.078
H -6.1214 5.6161 1.4848 0.082
H -5.2993 6.9969 2.2050 0.137
H -4.9395 3.6362 -0.4582 -0.083
H -2.8345 5.1012 -0.0642 0.125
H -1.7631 4.4896 1.1975 0.147
H -0.5975 2.6724 3.0546 0.114
H -1.5987 1.9885 4.3216 0.060
H -0.5364 0.1055 2.2077 0.080
H -0.9291 -0.1947 3.8965 0.114
H 1.2962 1.7501 3.4034 0.109
H 1.1909 0.4829 4.6012 0.118
H 1.4674 -0.3967 1.7387 0.107
H 2.1608 -1.1263 3.1831 0.093
H 3.8444 0.6568 3.3356 0.116
H 3.1096 1.4799 1.9618 0.115
H 4.2502 -1.3430 1.8670 0.107
H 5.1712 0.0754 1.4264 0.103
H 2.8389 0.3918 -0.0989 0.105
H 3.0567 -1.3423 -0.1156 0.111
H 5.4886 0.3098 -0.7148 0.107
H 5.0312 -1.2544 -1.3480 0.112
H 3.0063 0.3185 -2.3734 0.106
H 4.3310 1.4578 -2.3824 0.108
H 4.5675 0.4432 -4.4838 0.105
H 5.7133 -0.4692 -3.5239 0.116
H 3.2128 -1.8388 -3.2408 0.124
H 3.4720 -1.5323 -4.9617 0.121
H 4.4893 -3.6722 -5.7221 0.073
H 3.4589 -4.0382 -4.3217 0.075
H 5.1494 -4.5973 -4.3418 0.086
H -2.6258 -0.5825 2.0106 0.030
H -4.4856 0.5183 1.6402 0.010
H -2.5117 3.9372 3.1853 0.131
H -4.5551 4.3254 4.0937 0.069
H -5.6415 1.7668 3.2218 0.043
H -5.1643 1.0399 5.5773 0.043
H -6.8872 1.2007 5.1901 0.080
H -6.0887 2.4547 6.1504 0.069
C 2.3679 -5.1718 -10.2045 -0.109
C 3.6367 -5.3904 -9.3924 -0.261
C 3.3677 -6.0684 -8.0440 -0.190
C 2.4856 -5.2711 -7.1907 -0.245
N 1.8034 -4.6263 -6.5393 0.161
H 1.6744 -4.5136 -9.6795 0.072
H 2.5985 -4.7173 -11.1675 0.072
H 1.8555 -6.1170 -10.3943 0.077
H 4.1392 -4.4379 -9.2142 0.111
H 4.3359 -6.0192 -9.9460 0.107
H 4.2986 -6.2332 -7.4986 0.116
H 2.8988 -7.0435 -8.1932 0.120
C 1.7791 -6.1761 2.3337 -0.109
C 0.8667 -5.5477 3.3778 -0.260
C 1.1158 -4.0441 3.5528 -0.197
C 2.4823 -3.7732 3.9996 -0.254
N 3.5619 -3.5934 4.3502 0.154
H 2.8271 -6.0850 2.6219 0.071
H 1.5550 -7.2355 2.2115 0.072
H 1.6546 -5.6931 1.3624 0.077
H 0.9995 -6.0421 4.3418 0.111
H -0.1785 -5.6805 3.0931 0.107
H 0.4300 -3.6150 4.2850 0.118
H 0.9594 -3.5183 2.6078 0.116
```

Computed properties:
E_LUMO = 0.014 Ha
F_max = 0.69 eV Å⁻¹
Energy = -103302.3819 eV

***

4.
Molecular formula: C14H26Br3CaClF2KN2NaO7P2
Method: DFT, ωB97M-V/def2-TZVPD

```
60
Properties=species:S:1:pos:R:3:lowdin_charge:R:1
C -0.4529 -2.4245 0.5151 -0.088
C -1.6984 -2.5157 -0.4953 -0.377
C -1.1951 -1.9099 -1.9224 -0.082
C -3.0542 -1.8493 0.0384 -0.226
C -2.9339 -0.2542 0.4016 -0.287
C -3.6972 -0.0061 1.8552 -0.096
C -3.6398 0.7406 -0.6724 -0.146
O -3.2122 2.1357 -0.5719 -0.068
N -1.8467 2.2058 -0.6896 -0.208
C -1.1775 2.6392 0.5101 0.068
C 0.3941 2.7016 0.4754 0.022
C 1.0771 2.2429 -0.8844 -0.338
P 2.9348 2.1962 -1.1032 0.889
P 3.6146 0.8365 0.5093 0.459
O 4.8257 1.4313 1.2698 -0.372
O 4.0276 -0.7548 -0.1093 -0.627
O 2.3842 0.5435 1.6884 -0.270
C 0.0336 1.8352 -2.0211 -0.018
N -1.3668 1.8235 -1.8693 0.122
H 0.4546 -2.8709 -0.0520 0.067
H -0.5857 -3.0192 1.4906 0.093
H -0.1444 -1.3632 0.8100 0.065
H -1.8621 -3.6449 -0.7013 0.090
H -1.9187 -2.1498 -2.7833 0.087
H -0.1276 -2.2958 -2.1523 0.057
H -1.1137 -0.7762 -1.7982 0.048
H -3.8944 -2.0605 -0.7639 0.075
H -3.4215 -2.3983 1.0163 0.069
H -1.8301 -0.0485 0.6059 0.125
H -4.8388 -0.1314 1.7304 -0.018
H -3.4741 1.0939 2.1149 0.096
H -3.2363 -0.6724 2.6698 0.113
H -4.7865 0.7581 -0.4055 0.105
H -3.6062 0.3419 -1.7611 0.143
H -1.7199 2.9328 1.4734 0.139
H 1.0098 3.0571 1.3828 0.125
H 3.2576 1.5063 -2.3198 -0.076
H 3.1973 -1.3205 -0.1649 -0.115
H 2.3891 -0.4262 1.9052 0.065
H 0.4682 1.4955 -3.0324 0.129
C -4.5118 -5.6447 1.2723 -1.587
Br -3.2847 -6.1635 -0.1365 0.688
Br -3.5759 -4.9862 2.8437 0.698
Br -5.8468 -4.3740 0.6384 0.571
H -5.0452 -6.5437 1.5736 -0.153
F 2.4249 3.6558 -3.3403 -0.680
Na -5.7140 -7.6187 2.4870 0.762
C 6.7074 4.4610 -0.5373 -0.200
C 5.8772 5.2680 -1.5293 -0.705
O 4.8640 4.6855 -1.9605 0.028
O 6.3246 6.4057 -1.7761 0.008
H 6.2717 3.4728 -0.3519 0.088
H 7.7153 4.3238 -0.9307 0.047
H 6.7624 5.0114 0.4419 -0.120
Ca 3.9162 -1.7204 -2.0890 0.794
Cl 8.1736 5.3108 0.8441 0.485
O -0.5887 -5.9872 3.6568 -0.505
H -1.2757 -5.9330 3.0084 -0.317
K -5.7380 -1.3802 0.4987 0.800
F 7.3100 8.1312 -0.8025 -0.544
```

Computed properties:
E_LUMO = -0.146 Ha
F_max = 4.98 eV Å⁻¹
Energy = -318067.5220 eV

***

5.
Molecular formula: C32H33CuI2N7O3S
Method: DFT, ωB97M-V/def2-TZVPD

```
79
Properties=species:S:1:pos:R:3:lowdin_charge:R:1
Cu -0.0957 0.0337 0.1701 0.554
I -0.1356 4.0823 6.5747 0.836
C -0.2618 2.6216 5.0923 -0.755
C -1.0826 1.5250 5.2658 -0.253
C -1.1650 0.5846 4.2508 -0.595
I -2.2897 -1.1337 4.6803 1.009
C -0.4869 0.6878 3.0179 -0.428
O -0.6681 -0.1785 2.0588 -0.203
C 0.4211 1.7791 2.9320 -0.157
C 1.3693 1.8899 1.7720 -0.148
N 0.7169 2.0151 0.4625 -0.081
C 0.0206 3.2803 0.2025 -0.115
C -1.4777 3.1403 0.0881 -0.260
C -2.1252 3.4550 -1.1022 -0.022
C -3.5037 3.3433 -1.1685 -0.061
C -4.1924 2.9297 -0.0398 -0.066
C -3.4595 2.6306 1.0986 -0.150
N -2.1350 2.7208 1.1694 0.146
C 0.5027 2.7229 3.9388 -0.121
H -1.6480 1.3955 6.1782 0.073
H 1.9856 0.9845 1.7211 0.132
H 2.0443 2.7344 1.9598 0.121
H 1.4115 1.9129 -0.2716 0.057
H 0.4022 3.6820 -0.7371 0.120
H 0.2413 4.0094 0.9895 0.131
H -1.5494 3.7655 -1.9644 0.117
H -4.0303 3.5734 -2.0858 0.109
H -5.2705 2.8413 -0.0367 0.101
H -3.9611 2.3061 2.0064 0.108
H 1.1901 3.5525 3.8216 0.098
N 7.8551 0.0413 -2.4897 0.095
C 6.4672 0.0362 -2.4482 -0.323
C 5.7879 0.7059 -1.4266 -0.030
C 4.4072 0.7437 -1.4170 -0.058
C 3.6865 0.1088 -2.4185 -0.307
C 4.3475 -0.5613 -3.4350 -0.058
C 5.7296 -0.5930 -3.4533 -0.028
S 1.9270 0.1724 -2.3996 0.607
O 1.4392 -0.4843 -3.5784 -0.291
O 1.5632 1.5692 -2.2239 -0.336
N 1.4724 -0.5386 -1.0151 -0.141
C 1.7561 -1.8651 -0.7974 -0.437
N 2.5227 -2.5648 -1.6449 0.141
C 2.7671 -3.8267 -1.3216 -0.123
C 2.2694 -4.4276 -0.1773 -0.067
C 1.4845 -3.6192 0.6289 -0.137
N 1.2208 -2.3545 0.3399 0.121
H 8.3242 0.2137 -1.6169 0.087
H 8.2843 -0.6885 -3.0323 0.087
H 6.3510 1.2025 -0.6448 0.109
H 3.8848 1.2649 -0.6236 0.108
H 3.7654 -1.0661 -4.1937 0.113
H 6.2495 -1.1119 -4.2505 0.110
H 3.3934 -4.3817 -2.0141 0.110
H 2.4812 -5.4567 0.0718 0.093
H 1.0477 -3.9999 1.5485 0.109
C -4.5123 -2.8853 1.3032 -0.006
N -3.3090 -2.0365 1.4419 -0.186
C -3.6753 -0.5937 1.3319 -0.044
C -2.1678 -2.4797 0.5181 -0.078
C -2.2448 -1.8218 -0.8228 -0.265
C -3.0800 -2.3444 -1.8115 -0.064
C -3.2324 -1.6775 -3.0159 -0.090
C -2.5327 -0.4969 -3.2295 -0.076
C -1.6738 -0.0052 -2.2557 -0.102
C -1.5094 -0.6496 -1.0258 -0.115
H -5.2376 -2.5972 2.0611 0.102
H -4.2342 -3.9288 1.4290 0.102
H -4.9290 -2.7281 0.3111 0.098
H -2.9396 -2.1362 2.3957 0.010
H -4.1197 -0.4147 0.3572 0.108
H -2.7722 -0.0042 1.4542 0.059
H -4.3844 -0.3817 2.1310 0.088
H -2.2454 -3.5666 0.4698 0.128
H -1.2547 -2.2001 1.0357 0.086
H -3.5958 -3.2869 -1.6493 0.104
H -3.8720 -2.0844 -3.7890 0.098
H -2.6311 0.0237 -4.1747 0.104
H -1.0996 0.8893 -2.4776 0.087
```

Computed properties:
E_LUMO (spin up / spin down) = 0.000 / -0.001 Ha
F_max = 0.31 eV Å⁻¹
Energy = -121968.7467 eV
2S+1 = 2

***

6.
Molecular formula: C22H50BNO2
Method: DFT, ωB97M-V/def2-TZVPD

```
76
Properties=species:S:1:pos:R:3:lowdin_charge:R:1
C 3.2392 -1.2401 0.3581 -0.195
O 4.5409 -1.4153 -0.0734 -0.228
C 4.7159 -1.5719 -1.5193 -0.224
B 5.1833 -0.2241 -2.3295 -0.496
C 4.2878 1.0999 -1.9325 -0.228
C 2.9251 1.1639 -2.6553 -0.250
C 1.7305 1.4445 -1.7402 -0.230
C 0.3863 1.6126 -2.4719 -0.213
C -0.7676 1.0234 -1.6648 -0.232
C -2.1334 0.8539 -2.3385 -0.207
C -2.3975 -0.4566 -3.0868 -0.196
C -1.7749 -0.5557 -4.4955 -0.186
C -0.7349 -1.6660 -4.7054 -0.162
C 0.1832 -1.9795 -3.5357 -0.224
O -0.4441 -2.9689 -2.7231 -0.205
C 0.2790 -3.2541 -1.5488 -0.104
H 2.5484 -1.1266 -0.4823 0.048
H 2.9035 -2.0972 0.9678 0.072
H 3.1511 -0.3309 0.9731 0.074
H 3.7873 -2.0202 -1.9246 0.066
H 5.4789 -2.3554 -1.6188 0.078
H 5.0136 -0.4647 -3.5384 0.049
H 6.3881 -0.0285 -2.1475 0.036
H 4.1328 1.1564 -0.8450 0.069
H 4.8678 1.9889 -2.2140 0.069
H 2.7321 0.2263 -3.1984 0.089
H 2.9435 1.9523 -3.4222 0.107
H 1.9414 2.3647 -1.1793 0.111
H 1.6391 0.6208 -1.0259 0.072
H 0.2002 2.6810 -2.6368 0.114
H 0.4429 1.1588 -3.4677 0.100
H -0.9243 1.7023 -0.8069 0.093
H -0.4550 0.0641 -1.2254 0.090
H -2.8604 0.9133 -1.5155 0.078
H -2.3839 1.6961 -2.9967 0.118
H -2.1088 -1.3144 -2.4721 0.096
H -3.4851 -0.5185 -3.2099 0.104
H -1.3575 0.4174 -4.7728 0.101
H -2.5867 -0.7396 -5.2064 0.102
H -1.2269 -2.6000 -4.9948 0.116
H -0.0971 -1.3869 -5.5504 0.114
H 1.1475 -2.3628 -3.8906 0.131
H 0.3961 -1.0864 -2.9328 0.103
H 0.1554 -4.3146 -1.3170 0.089
H -0.1080 -2.6732 -0.6978 0.068
H 1.3411 -3.0370 -1.6674 0.076
C -0.9477 0.2346 6.6089 -0.090
C -1.1543 1.5462 5.8519 -0.219
C -2.2971 1.5606 4.8399 -0.124
N -1.9623 1.1578 3.4187 -0.265
C -3.2736 0.8764 2.7093 -0.102
C -3.0686 0.3181 1.3185 -0.164
C -2.1931 -0.9292 1.3272 -0.165
C -0.8618 -0.6150 1.9937 -0.151
C -1.0746 -0.0639 3.3928 -0.103
C -1.2741 2.3075 2.7546 0.039
H -0.4819 -0.5426 6.0053 0.064
H -0.2979 0.4016 7.4663 0.082
H -1.8972 -0.1499 6.9846 0.083
H -0.2201 1.8784 5.3937 0.109
H -1.4084 2.3152 6.5832 0.120
H -2.6977 2.5696 4.7508 0.132
H -3.1066 0.9091 5.1677 0.132
H -3.8177 0.1665 3.3327 0.138
H -3.8191 1.8196 2.6963 0.140
H -4.0499 0.0852 0.9030 0.132
H -2.6299 1.0730 0.6620 0.091
H -2.0331 -1.2866 0.3102 0.106
H -2.7020 -1.7313 1.8723 0.126
H -0.2890 0.0856 1.3817 0.112
H -0.2449 -1.5097 2.0821 0.131
H -0.1297 0.2236 3.8478 0.133
H -1.5691 -0.8040 4.0233 0.141
H -0.3644 2.5353 3.3031 0.114
H -1.9437 3.1634 2.7667 0.117
H -1.0260 2.0529 1.7304 0.091
```

Computed properties:
E_LUMO = -0.029 Ha
F_max = 0.40 eV Å⁻¹
Energy = -29881.9501 eV